Density functional theory data (the ωB97M-V functional and the def2-TZVPD basis) for C22H31BN6OPb as an isolated structure at a distorted geometry.

The geometry in XYZ format:
```
62
Properties=species:S:1:pos:R:3:forces:R:3
H 3.167 0.971 -2.205 -0.5 0.2 0.1
N 1.268 2.030 -2.106 0.4 -0.1 -0.5
B -0.779 3.510 -2.572 0.1 -0.4 -0.9
N 0.701 3.016 -2.897 0.3 -0.7 0.6
C 1.594 3.338 -3.875 0.3 -0.9 0.6
Pb 0.292 0.208 -0.934 -0.4 0.8 0.3
H 1.424 4.090 -4.634 -0.3 0.0 0.2
C 2.728 2.520 -3.731 -0.4 0.4 -0.1
H 3.606 2.492 -4.358 -0.1 0.2 0.0
C 2.495 1.726 -2.616 -0.9 0.9 -0.4
H -1.072 4.340 -3.396 0.0 -0.1 0.3
C -1.878 0.809 2.726 1.4 0.3 -0.6
H -2.275 0.041 3.384 -0.4 0.2 -0.3
H -1.712 0.434 1.679 -0.3 0.1 0.9
H -2.463 1.734 2.669 -0.1 -0.5 0.2
N -0.861 4.171 -1.135 -0.7 2.9 -0.5
N -1.849 2.360 -2.614 0.5 -0.9 0.4
N -0.647 3.511 0.046 0.5 0.4 1.9
N -1.699 1.253 -1.794 -0.6 -0.3 -0.2
C -1.150 5.471 -0.890 0.5 -2.8 -2.8
C -3.008 2.233 -3.303 0.3 -0.5 0.5
H -1.353 6.118 -1.727 -0.1 0.2 0.1
H -3.345 2.980 -4.010 0.2 0.0 0.1
C -1.067 5.682 0.488 0.4 -0.4 1.8
C -3.619 1.036 -2.929 -0.3 0.1 -0.2
C -0.724 4.421 1.028 0.0 -0.5 -0.9
C -2.793 0.463 -1.971 0.6 0.9 -0.5
H -1.192 6.601 1.021 -0.1 0.3 0.1
H -4.537 0.609 -3.320 0.2 0.3 0.1
H -0.518 4.199 2.064 -0.1 -0.2 -0.1
H -2.949 -0.465 -1.422 0.3 0.3 -0.1
H -0.877 1.059 3.141 -0.5 0.0 -0.3
C 3.548 -0.481 0.986 -0.2 0.1 0.1
C 3.098 -1.793 0.338 -0.5 -0.1 0.0
C 4.278 -2.697 -0.005 0.0 -0.3 -0.1
C 2.051 -2.492 1.232 0.9 0.7 0.2
C 2.408 -2.899 2.511 -0.1 0.3 -1.2
C 1.454 -3.532 3.321 0.1 0.2 0.3
C 0.100 -3.564 2.972 -0.8 -0.1 -0.7
C -0.309 -3.136 1.721 -1.0 -0.2 0.5
C -1.779 -3.202 1.261 0.2 0.4 -0.2
C -2.089 -4.480 0.473 0.2 -0.2 -0.1
C -2.795 -2.982 2.370 0.1 0.1 0.3
C 0.671 -2.599 0.815 -0.5 0.2 -1.6
O 0.260 -2.188 -0.353 0.9 -0.5 1.4
H 4.110 -0.670 1.910 -0.1 0.1 -0.3
H 2.680 0.136 1.259 0.1 0.0 0.1
H 4.160 0.111 0.299 0.1 -0.2 0.1
H 2.623 -1.552 -0.629 -0.1 -0.1 0.3
H 4.875 -2.961 0.868 -0.1 0.1 0.1
H 3.908 -3.629 -0.440 0.2 0.1 -0.1
H 4.950 -2.204 -0.718 -0.2 -0.1 0.1
H 3.437 -2.696 2.830 -0.5 -0.5 0.1
H 1.770 -3.985 4.244 0.0 0.0 0.3
H -0.687 -3.941 3.639 0.7 0.0 -0.1
H -1.932 -2.370 0.549 0.3 -0.2 0.2
H -1.961 -5.380 1.084 0.1 0.1 0.0
H -3.129 -4.476 0.123 0.2 0.1 0.1
H -1.426 -4.554 -0.394 -0.1 -0.1 0.1
H -2.600 -2.024 2.859 -0.1 -0.1 0.1
H -3.800 -2.951 1.933 0.2 0.0 0.2
H -2.779 -3.766 3.134 -0.1 0.0 -0.1
```
Forces are in eV/Å.

The calculation puts the HOMO-LUMO gap (alpha / beta) at 7.007 / 3.835 eV. Its charge is +2. The largest force on an atom is 4.00 eV/Å.

Atomic partial charges in e from the Mulliken method, atoms 1 to 2: 0.418, -0.399


Density functional theory data (the ωB97M-V functional and the def2-TZVPD basis) for C22H31BN6OPt as an isolated structure at a distorted geometry.

The geometry in XYZ format:
```
62
Properties=species:S:1:pos:R:3:forces:R:3
C 2.622 -0.282 -1.147 -0.6 0.1 -0.3
N 1.405 -0.383 -1.712 1.0 -0.6 0.8
N 1.542 -0.386 -3.074 0.7 -0.3 -0.7
C 2.858 -0.278 -3.373 -1.8 -0.4 -0.7
C 3.574 -0.254 -2.181 0.4 0.2 0.9
B 0.282 -0.249 -3.987 0.8 0.5 0.5
N -0.717 -1.398 -3.695 -0.7 -1.1 -1.6
N -1.127 -1.648 -2.407 -2.2 -2.4 1.0
C -2.052 -2.623 -2.419 1.4 1.5 0.8
C -2.240 -3.000 -3.755 -1.4 -1.4 0.6
C -1.415 -2.189 -4.524 2.6 2.5 -0.2
Pt -0.485 -0.625 -0.809 3.2 2.5 -0.4
N -0.441 0.997 -3.380 -0.2 1.2 -1.0
N -0.717 1.029 -2.037 -1.3 1.6 0.2
C -1.223 2.229 -1.714 0.4 -0.8 0.0
C -1.272 2.990 -2.879 -0.5 1.2 0.7
C -0.761 2.197 -3.908 0.7 -2.1 -0.1
H -1.466 2.485 -0.683 -0.1 -0.1 -0.5
H -0.573 2.385 -4.952 -0.1 0.2 -0.2
H -1.615 4.007 -2.952 0.0 0.2 -0.1
H 0.608 -0.196 -5.132 -0.4 0.1 0.2
H -1.253 -2.081 -5.590 -0.2 -0.3 0.0
H 3.175 -0.223 -4.408 0.1 0.0 0.1
H -2.891 -3.777 -4.095 -0.3 -0.4 -0.3
H 4.644 -0.211 -2.073 0.2 0.1 0.0
H -2.494 -2.953 -1.482 0.0 -0.2 -0.5
H 2.761 -0.173 -0.071 0.0 -0.2 -0.6
H -2.375 -0.379 0.226 -0.3 0.0 0.4
C -2.102 -1.289 0.810 -0.4 0.1 -0.2
H -2.927 -2.007 0.704 0.4 0.1 -0.1
H -1.158 -1.814 0.439 -0.2 -0.9 0.8
H -1.937 -1.037 1.864 0.2 0.1 -0.4
C -2.307 2.904 2.081 -0.4 -0.1 0.0
C -0.798 2.736 1.936 0.0 -0.4 -0.2
C -0.062 3.929 2.540 0.4 0.1 0.2
C -0.343 1.426 2.563 -1.3 1.3 1.3
C -0.712 1.128 3.870 -0.1 0.7 -0.8
C -0.327 -0.082 4.442 -0.3 0.5 0.9
C 0.501 -0.964 3.749 0.9 -0.8 -1.6
C 0.842 -0.747 2.418 0.1 -1.1 1.1
C 1.684 -1.796 1.707 -0.3 -0.1 0.0
C 3.162 -1.685 2.075 0.4 0.3 -0.1
C 1.218 -3.225 1.993 -0.1 -0.3 0.0
C 0.335 0.438 1.801 0.5 0.0 -0.9
O 0.446 0.696 0.491 -0.9 -1.7 0.6
H -2.590 2.987 3.138 0.0 0.1 -0.3
H -2.856 2.047 1.668 0.0 0.1 0.0
H -2.651 3.808 1.564 0.1 -0.1 0.2
H -0.538 2.683 0.875 0.1 0.1 0.3
H -0.309 4.038 3.604 0.1 0.1 -0.2
H 1.020 3.791 2.443 -0.1 0.2 0.1
H -0.340 4.849 2.013 0.0 -0.2 0.2
H -1.335 1.838 4.421 0.3 -0.3 -0.1
H -0.646 -0.338 5.453 0.0 0.1 -0.1
H 0.861 -1.877 4.225 -0.2 0.3 0.0
H 1.565 -1.647 0.625 0.0 0.0 0.0
H 3.308 -1.947 3.132 0.0 0.1 -0.3
H 3.759 -2.380 1.470 -0.2 0.1 0.2
H 3.554 -0.673 1.920 0.0 -0.1 0.1
H 0.149 -3.354 1.790 0.1 -0.1 0.1
H 1.778 -3.920 1.354 -0.2 0.1 0.2
H 1.400 -3.525 3.034 0.0 0.1 -0.3
```
Forces are in eV/Å.

The calculation puts the HOMO-LUMO gap (alpha / beta) at 6.073 / 2.835 eV. Its expectation value of S² is 6.05. Its spin multiplicity is 5. Its charge is +4. The largest force on an atom is 4.07 eV/Å.

Atomic partial charges in e from the Mulliken method, atoms 1 to 2: 0.068, 0.158


Density functional theory data (the ωB97M-V functional and the def2-TZVPD basis) for C22H31MnN6O2 as an isolated structure at a distorted geometry.

The geometry in XYZ format:
```
62
Properties=species:S:1:pos:R:3:forces:R:3
Mn -0.381 -0.546 -1.703 1.9 -0.2 0.6
N 1.712 -0.082 -1.847 -0.5 0.0 -0.4
C 1.833 1.408 -1.782 -0.1 0.3 0.4
C 3.186 1.895 -1.228 -0.1 -0.1 0.1
C 3.551 1.616 0.244 -0.1 0.1 -0.1
C 2.938 2.518 1.337 0.1 -0.2 -0.2
N 3.009 3.948 1.065 -0.2 -0.2 -0.2
C 3.979 4.786 1.429 0.1 0.2 0.0
N 3.835 6.087 1.191 0.0 -0.1 0.0
N 5.089 4.346 2.016 -0.1 0.0 0.0
C 0.581 1.939 -1.059 1.3 0.7 -0.5
O 0.437 3.091 -0.779 0.0 -0.4 0.3
O -0.343 1.008 -0.840 -0.9 -0.3 0.2
H 2.279 -0.493 -1.106 -0.3 -0.2 0.1
H 2.135 -0.417 -2.713 0.0 0.0 0.0
H 1.753 1.798 -2.800 0.0 -0.1 0.0
H 3.268 2.963 -1.432 -0.1 0.0 -0.1
H 3.946 1.411 -1.846 0.0 0.1 -0.1
H 4.636 1.701 0.307 0.0 -0.1 -0.1
H 3.317 0.577 0.502 0.1 0.0 0.2
H 3.444 2.315 2.281 -0.1 -0.1 0.0
H 1.890 2.275 1.496 0.0 0.1 0.0
H 2.211 4.329 0.579 0.0 0.1 0.0
H 2.993 6.456 0.782 0.0 0.0 0.0
H 4.542 6.753 1.456 0.0 0.0 0.0
H 5.231 3.373 2.218 0.0 0.0 0.0
H 5.807 4.983 2.317 0.0 0.0 0.0
N -2.221 -0.612 -1.825 -1.5 0.1 -0.4
C -3.375 -0.511 -1.902 0.5 0.0 -0.1
C -4.761 -0.407 -1.933 -0.6 0.0 0.4
C -5.425 -0.634 -0.703 0.2 0.0 -0.2
C -6.794 -0.522 -0.653 -0.1 0.0 0.0
C -7.508 -0.187 -1.803 0.1 0.0 0.1
C -6.856 0.021 -3.016 -0.1 0.0 0.0
C -5.485 -0.083 -3.094 0.3 0.0 -0.1
H -4.846 -0.880 0.178 -0.1 0.0 0.0
H -7.312 -0.697 0.280 0.0 0.0 0.0
H -8.584 -0.084 -1.748 0.0 0.0 0.0
H -7.426 0.263 -3.902 0.0 0.0 0.0
H -4.969 0.084 -4.029 0.0 0.0 0.0
C -0.521 -2.424 4.066 -0.2 0.5 0.3
N -0.029 -2.386 2.709 0.3 -0.9 -0.3
C 1.340 -2.027 2.452 -0.3 0.4 -0.1
C -0.954 -2.228 1.640 0.1 0.5 0.3
C -0.515 -2.943 0.368 -0.2 1.0 0.2
C -0.329 -4.324 0.338 0.1 -0.2 -0.3
C -0.041 -4.984 -0.849 0.0 0.1 0.0
C 0.070 -4.291 -2.052 0.0 -0.3 0.1
C -0.068 -2.915 -2.029 -0.1 1.2 -0.3
C -0.321 -2.274 -0.815 0.3 -1.5 -0.1
H 0.236 -2.843 4.726 0.0 -0.1 -0.1
H -1.419 -3.039 4.133 0.1 -0.1 -0.1
H -0.778 -1.427 4.458 0.0 -0.1 -0.1
H 1.943 -2.204 3.338 0.0 0.0 0.0
H 1.441 -0.958 2.173 0.1 0.0 0.1
H 1.756 -2.622 1.632 0.0 0.0 0.0
H -1.119 -1.159 1.382 -0.1 -0.1 0.0
H -1.918 -2.642 1.943 0.0 0.1 0.0
H -0.431 -4.882 1.261 0.0 0.1 0.1
H 0.077 -6.060 -0.848 0.0 0.0 0.0
H 0.257 -4.812 -2.981 0.0 0.1 0.0
H 0.005 -2.348 -2.978 0.1 -0.3 0.0
```
Forces are in eV/Å.

The calculation puts the HOMO-LUMO gap (alpha / beta) at 3.569 / 5.201 eV. Its expectation value of S² is 4.14. Its spin multiplicity is 4. Its charge is +3. The largest force on an atom is 2.00 eV/Å.

Atomic partial charges in e from the Mulliken method, atoms 1 to 2: -0.378, -0.392


Density functional theory data (the ωB97M-V functional and the def2-TZVPD basis) for an isolated ion of composition C22H31N2O2 and charge +1.

The geometry in XYZ format:
```
57
Properties=species:S:1:pos:R:3:forces:R:3
C 0.503 -2.231 -4.693 -0.1 -0.2 0.2
C 0.633 -2.901 -3.330 0.1 0.3 -0.1
C 1.976 -2.607 -2.633 -0.2 -0.3 0.0
C 3.138 -3.271 -3.371 -0.1 0.3 0.1
C 1.875 -3.022 -1.180 0.0 0.1 0.0
C 2.419 -4.217 -0.728 0.0 0.1 0.1
C 2.303 -4.616 0.592 0.0 -0.1 0.1
C 1.633 -3.817 1.500 0.1 -0.1 -0.1
C 1.072 -2.626 1.080 -0.1 0.1 0.0
C 1.182 -2.236 -0.248 0.1 -0.5 0.3
N 0.601 -1.017 -0.684 0.4 0.0 -0.4
C -0.376 -0.324 -0.116 -0.5 0.5 -0.4
O -1.001 -0.587 0.902 0.1 -0.3 0.2
C -0.761 1.004 -0.839 0.8 -0.2 0.0
C 0.335 2.028 -0.578 -0.1 0.0 0.0
N -2.085 1.333 -0.242 0.0 -0.4 0.7
C -3.168 0.719 -1.027 -0.6 -0.3 -0.4
C -2.381 2.749 0.081 -0.1 0.8 0.2
C -1.696 3.223 1.339 0.0 0.0 0.1
C -1.025 4.440 1.359 -0.1 0.0 -0.1
C -0.439 4.878 2.533 -0.1 0.0 -0.2
C -0.503 4.120 3.688 0.0 -0.2 0.3
C -1.179 2.901 3.680 0.0 0.0 -0.2
O -1.319 2.076 4.737 -0.1 -0.1 -0.3
C -0.775 2.458 5.983 0.1 0.1 0.3
C -1.780 2.466 2.496 0.1 0.1 0.1
H 0.647 -1.154 -4.616 0.0 0.1 0.0
H 1.235 -2.624 -5.391 0.1 0.0 -0.1
H -0.486 -2.415 -5.106 -0.1 0.0 -0.1
H -0.189 -2.572 -2.687 0.0 -0.1 0.0
H 0.534 -3.981 -3.446 0.0 -0.1 0.1
H 2.166 -1.523 -2.681 0.0 0.0 0.0
H 2.938 -4.322 -3.559 0.0 -0.1 0.0
H 4.056 -3.181 -2.796 0.1 0.0 0.0
H 3.294 -2.783 -4.330 0.0 0.0 -0.1
H 2.945 -4.857 -1.417 0.1 0.0 -0.1
H 2.737 -5.552 0.908 0.0 -0.1 0.0
H 1.542 -4.116 2.532 0.0 0.0 0.1
H 0.543 -2.003 1.780 0.0 0.0 0.0
H 0.969 -0.679 -1.565 -0.2 0.1 0.2
H -0.882 0.852 -1.916 -0.1 0.0 0.1
H 0.115 2.984 -1.044 0.0 0.1 0.0
H 0.482 2.181 0.488 0.1 0.0 0.0
H 1.270 1.666 -0.999 0.0 -0.1 -0.1
H -2.011 0.775 0.668 -0.1 0.2 -0.6
H -4.108 0.790 -0.483 0.1 0.1 0.1
H -3.274 1.229 -1.984 0.1 0.0 0.1
H -2.954 -0.334 -1.198 0.1 0.0 0.0
H -3.463 2.824 0.228 0.1 -0.1 -0.1
H -2.118 3.379 -0.771 0.0 -0.1 0.0
H -0.969 5.047 0.469 0.0 0.1 -0.1
H 0.078 5.825 2.550 0.1 0.1 0.0
H -0.035 4.487 4.587 0.0 0.0 0.1
H 0.313 2.560 5.930 0.0 0.0 0.0
H -1.029 1.654 6.670 0.0 0.1 0.0
H -1.216 3.393 6.341 0.0 0.0 0.0
H -2.316 1.529 2.537 -0.1 -0.2 0.0
```
Forces are in eV/Å.

The calculation puts the HOMO-LUMO gap at 9.054 eV. As for the structure (SMILES): CC[C@H](C)c1ccccc1NC(=O)[C@H](C)[N@H+](C)Cc1cccc(OC)c1. Its charge is +1. The largest force on an atom is 0.85 eV/Å.

Atomic partial charges in e from the Mulliken method, atoms 1 to 2: -1.366, -0.169